The following is a quantum chemistry calculation of C4H8O2 as an isolated structure, from OMol25.

```
14
Properties=species:S:1:pos:R:3:forces:R:3
O 2.1345 0.8193 0.6006 0.2 0.0 0.1
C 1.1611 0.1138 -0.0209 0.1 -0.1 -0.5
C -0.1905 0.4482 0.2193 -0.4 -0.1 0.2
C -1.3016 0.7410 -0.8646 0.2 0.6 -0.3
O -2.2266 -0.1661 -0.3183 0.0 -0.2 0.1
C -1.0753 -0.8038 0.2748 -0.1 -0.1 -0.2
H 2.9968 0.4425 0.3895 -0.1 0.1 0.0
H 0.7741 -1.3639 1.2305 -0.4 -0.2 0.2
H 1.4488 -0.4760 -0.8888 0.0 0.1 0.1
H -0.3173 1.0937 1.0916 0.0 -0.1 -0.1
H -1.6556 1.7763 -0.8518 0.0 -0.2 0.0
H -0.9668 0.4465 -1.8687 -0.1 0.0 0.2
H -0.0514 -1.4596 1.4065 0.6 -0.1 0.1
H -0.7302 -1.6120 -0.3998 0.0 0.1 0.2
```
Positions in Å, forces in eV/Å.

ΔE to the lowest compared entry with this formula, charge and spin	162.1	kcal/mol
strongest force on any atom	0.0145	Eh/bohr
E_HOMO (spin up / spin down)	-7.74 / -7.43	eV
total charge	0
multiplicity	1
E_tot	-307.4541	Eh
gap between HOMO and LUMO (spin up / spin down)	8.134 / 7.572	eV
LUMO energy (spin up / spin down)	0.3899 / 0.1377	eV

=====

The following is a quantum chemistry calculation of one molecule with the formula C4H8O2, from OMol25.

```
14
Properties=species:S:1:pos:R:3:forces:R:3
C 1.5692 0.1941 -0.7495 0.0 0.0 0.0
C 0.3623 0.2758 0.1562 0.2 -0.1 -0.2
O 0.6746 0.9745 1.3318 -0.1 0.2 0.0
C -0.4780 -0.9938 0.3945 0.0 -0.1 0.0
C -1.6514 -0.1223 -0.0610 -0.4 -0.2 0.0
O -0.7604 0.9446 -0.4434 0.0 0.1 -0.2
H 2.3488 -0.4280 -0.2962 -0.2 0.1 0.0
H 1.2840 -0.2375 -1.7129 0.1 0.0 0.1
H 1.9772 1.1966 -0.9077 -0.1 -0.1 0.0
H -0.0256 1.6457 1.3359 0.3 0.0 0.4
H -0.2478 -1.8157 -0.2883 0.0 0.1 0.1
H -0.4855 -1.3414 1.4288 0.0 0.1 -0.2
H -2.3449 0.1783 0.7360 0.1 0.0 -0.2
H -2.2224 -0.4709 -0.9243 0.0 0.0 0.1
```
Positions in Å, forces in eV/Å.

ΔE to the lowest compared entry with this formula, charge and spin	33.5	kcal/mol
strongest force on any atom	0.0097	Eh/bohr
E_HOMO	-10.18	eV
total charge	0
multiplicity	1
E_tot	-307.6590	Eh
gap between HOMO and LUMO	11.180	eV
LUMO energy	0.9956	eV
structure (SMILES)	C[C@]1(O)CCO1

=====

The following is a quantum chemistry calculation of a 2-piece molecular cluster, C4H8O2 overall in a non-equilibrium geometry, from OMol25.

```
14
Properties=species:S:1:pos:R:3:forces:R:3
C -0.4283 1.5275 -1.0526 1.4 1.8 -1.2
C -0.0423 1.2819 0.2051 -0.6 1.1 -2.0
C -0.3729 0.1093 0.9144 3.0 -3.5 2.2
C 0.6952 -0.5883 1.4743 0.6 1.5 0.4
O -1.5953 -0.4320 1.0282 -0.5 -0.4 1.4
H -1.0281 0.7581 -1.5886 0.1 1.2 0.3
H 0.0742 2.4753 -1.6515 -1.6 -2.8 1.5
H 0.7413 1.8170 0.6758 0.5 0.9 0.3
H 0.8363 -1.6753 1.7425 -1.0 1.4 -0.1
H 1.5559 0.0756 1.7866 -0.7 -1.1 -0.9
H -1.4444 -0.7786 1.9565 -1.3 -0.1 -1.7
O 0.2428 -1.5764 -2.1780 -1.1 0.4 -2.1
H -0.0062 -0.8490 -1.6343 0.0 0.7 0.8
H 0.7719 -2.1453 -1.6785 1.2 -1.2 1.3
```
Positions in Å, forces in eV/Å.

ΔE to the lowest compared entry with this formula, charge and spin	81.7	kcal/mol
strongest force on any atom	0.0985	Eh/bohr
E_HOMO	-8.66	eV
total charge	0
multiplicity	1
E_tot	-307.5823	Eh
gap between HOMO and LUMO	9.165	eV
LUMO energy	0.5090	eV
structure (SMILES)	C=CC(=C)O.O

=====

The following is a quantum chemistry calculation of one molecule with the formula C4H8O2 in a non-equilibrium geometry, from OMol25.

```
14
Properties=species:S:1:pos:R:3:forces:R:3
C -1.2248 0.3469 -1.5699 -0.1 1.0 0.6
C -0.1981 -0.1064 -0.8200 -0.3 0.6 -0.3
O -0.1732 -1.4692 -0.7910 -0.6 -0.1 -0.4
C 0.7837 0.6184 0.0443 0.1 0.0 -0.2
C 0.5237 0.2681 1.5288 -0.1 0.4 -0.1
O 0.9317 -1.0379 1.8548 -0.1 -0.2 -0.2
H -1.2557 1.2898 -2.0799 -0.1 0.6 0.5
H -2.1643 -0.1910 -1.4399 0.2 -0.4 -0.9
H -0.7719 -1.5062 -1.5870 0.7 -1.6 1.0
H 1.8206 0.3542 -0.1828 -0.1 0.0 0.0
H 0.6384 1.6928 -0.1060 0.1 -0.2 0.0
H -0.5395 0.4368 1.7688 0.2 -0.1 -0.1
H 1.1097 0.9417 2.1635 -0.1 -0.1 -0.2
H 0.5198 -1.6378 1.2163 0.1 0.0 0.2
```
Positions in Å, forces in eV/Å.

ΔE to the lowest compared entry with this formula, charge and spin	55.6	kcal/mol
strongest force on any atom	0.0385	Eh/bohr
E_HOMO	-8.86	eV
total charge	0
multiplicity	1
E_tot	-307.6238	Eh
gap between HOMO and LUMO	9.688	eV
LUMO energy	0.8298	eV
structure (SMILES)	C=C(O)CCO

=====

The following is a quantum chemistry calculation of one molecule with the formula C4H8O2 in a non-equilibrium geometry, from OMol25.

```
14
Properties=species:S:1:pos:R:3:forces:R:3
O 1.8789 0.9657 -0.5779 -0.3 -0.4 -0.1
C 1.6479 -0.2030 0.1569 -2.8 -1.2 -0.1
C 0.1798 -1.0169 -0.0745 0.1 0.9 0.3
C -0.7183 0.0491 -0.5595 -0.2 0.0 -0.2
C -1.9275 0.4540 0.1359 -0.5 0.0 0.1
O -0.7163 1.1771 0.3202 -0.2 0.4 0.1
H 1.2948 1.6420 -0.1986 0.2 -0.2 -0.2
H 1.9957 -1.0949 -0.2810 3.2 -0.2 0.0
H 1.7289 0.0111 1.2268 0.3 -0.7 -0.3
H 0.1511 -1.8826 -0.7861 0.7 0.8 0.3
H -0.1010 -1.4423 0.8967 -0.1 0.3 -0.1
H -0.5813 0.3089 -1.6109 -0.2 0.0 0.2
H -2.2499 -0.1326 0.9963 0.0 0.1 -0.1
H -2.6992 0.9944 -0.4041 0.0 0.0 0.1
```
Positions in Å, forces in eV/Å.

ΔE to the lowest compared entry with this formula, charge and spin	77.4	kcal/mol
strongest force on any atom	0.0619	Eh/bohr
E_HOMO	-9.48	eV
total charge	0
multiplicity	1
E_tot	-307.5890	Eh
gap between HOMO and LUMO	10.555	eV
LUMO energy	1.0756	eV
structure (SMILES)	OCC[C@H]1CO1

=====

The following is a quantum chemistry calculation of one molecule with the formula C4H8O2 in a non-equilibrium geometry, from OMol25.

```
14
Properties=species:S:1:pos:R:3:forces:R:3
C -1.3271 -1.0630 -0.1038 0.0 0.0 0.1
C -0.7378 0.2002 -0.7455 0.0 0.1 0.2
C 0.3849 0.8171 0.1333 -0.2 0.1 0.4
O 0.1294 0.7483 1.5323 -0.1 -0.7 0.2
C 1.7394 0.1284 -0.0644 0.4 0.1 0.5
O 2.4885 0.0480 0.8870 -0.2 -0.1 -0.7
H -2.1877 -1.4423 -0.6682 0.2 0.2 0.0
H -1.6540 -0.8442 0.9139 0.0 -0.1 -0.1
H -0.5914 -1.8749 -0.0500 -0.1 0.2 0.0
H -1.5365 0.9306 -0.9156 0.2 0.0 0.2
H -0.3749 -0.0591 -1.7569 0.2 0.3 0.4
H 0.5074 1.9097 0.1237 0.2 -0.1 -1.8
H 1.0467 0.7370 1.8703 -0.4 -0.2 0.5
H 2.0399 -0.3202 -1.0317 -0.2 0.3 0.0
```
Positions in Å, forces in eV/Å.

ΔE to the lowest compared entry with this formula, charge and spin	35.0	kcal/mol
strongest force on any atom	0.0356	Eh/bohr
E_HOMO	-10.16	eV
total charge	0
multiplicity	1
E_tot	-307.6567	Eh
gap between HOMO and LUMO	10.752	eV
LUMO energy	0.5933	eV
structure (SMILES)	CC[C@@H](O)C=O

=====

What did the second record say?
The following is a quantum chemistry calculation of one molecule with the formula C4H8O2, from OMol25.

```
14
Properties=species:S:1:pos:R:3:forces:R:3
C 1.5692 0.1941 -0.7495 0.0 0.0 0.0
C 0.3623 0.2758 0.1562 0.2 -0.1 -0.2
O 0.6746 0.9745 1.3318 -0.1 0.2 0.0
C -0.4780 -0.9938 0.3945 0.0 -0.1 0.0
C -1.6514 -0.1223 -0.0610 -0.4 -0.2 0.0
O -0.7604 0.9446 -0.4434 0.0 0.1 -0.2
H 2.3488 -0.4280 -0.2962 -0.2 0.1 0.0
H 1.2840 -0.2375 -1.7129 0.1 0.0 0.1
H 1.9772 1.1966 -0.9077 -0.1 -0.1 0.0
H -0.0256 1.6457 1.3359 0.3 0.0 0.4
H -0.2478 -1.8157 -0.2883 0.0 0.1 0.1
H -0.4855 -1.3414 1.4288 0.0 0.1 -0.2
H -2.3449 0.1783 0.7360 0.1 0.0 -0.2
H -2.2224 -0.4709 -0.9243 0.0 0.0 0.1
```
Positions in Å, forces in eV/Å.

ΔE to the lowest compared entry with this formula, charge and spin	33.5	kcal/mol
strongest force on any atom	0.0097	Eh/bohr
E_HOMO	-10.18	eV
total charge	0
multiplicity	1
E_tot	-307.6590	Eh
gap between HOMO and LUMO	11.180	eV
LUMO energy	0.9956	eV
structure (SMILES)	C[C@]1(O)CCO1